1.
Molecular formula: C20H23N3O5
Method: DFT, the ωB97M-V functional and the def2-TZVPD basis

Cartesian coordinates (Å):
C: -1.42745 -4.96252 -5.09954
N: -2.49870 -4.78894 -4.11832
C: -2.54614 -4.03735 -3.00829
O: -3.49165 -4.22986 -2.25286
C: -1.43285 -3.02396 -2.60943
C: -1.92614 -1.90972 -1.66160
C: -0.81067 -1.12305 -0.99355
C: -0.09609 -1.71398 0.06650
C: 0.93235 -1.00272 0.71215
C: 1.24891 0.30677 0.29895
O: 2.23666 0.99113 0.93211
C: 0.53563 0.90278 -0.76458
C: -0.49405 0.18615 -1.40941
N: -0.64049 -2.42058 -3.69500
C: -1.14135 -1.75585 -4.73636
C: -0.13808 -1.19450 -5.71650
O: -2.33694 -1.59604 -4.93059
H: -1.50361 -4.19192 -5.86850
H: -1.52834 -5.93741 -5.57928
H: -0.44999 -4.91360 -4.61816
H: -3.32385 -5.35556 -4.24365
H: -0.73471 -3.62487 -2.02891
H: -2.57946 -1.22922 -2.20933
H: -2.52531 -2.35602 -0.86733
H: -0.34780 -2.71325 0.39524
H: 1.48168 -1.44784 1.52838
H: 2.51744 1.75628 0.42879
H: 0.76896 1.90940 -1.07546
H: -1.05194 0.64222 -2.21688
H: 0.36119 -2.46478 -3.61364
H: -0.67458 -0.68059 -6.51324
H: 0.44857 -2.00707 -6.13968
H: 0.51319 -0.48953 -5.20388
N: 5.12927 3.82631 4.46305
C: 4.13092 4.36729 4.72987
C: 2.85307 5.03081 5.04727
O: 2.57587 6.07439 4.10996
C: 1.68463 4.06659 5.00808
C: 1.57518 3.06353 4.02288
C: 0.48573 2.18665 4.01719
C: -0.51040 2.29837 4.98737
O: -1.57333 1.44288 4.99374
C: -0.41897 3.29418 5.95707
C: 0.66663 4.17611 5.96952
H: 2.94856 5.46140 6.04958
H: 2.33512 5.68550 3.25308
H: 2.33984 2.93958 3.26004
H: 0.42871 1.41506 3.25575
H: -1.50568 0.82318 4.25029
H: -1.20192 3.37616 6.70392
H: 0.71239 4.94798 6.73316

Its SMILES is CNC(=O)[C@H](Cc1ccc(O)cc1)NC(C)=O.N#C[C@@H](O)c1ccc(O)cc1. The calculation puts the energy relative to the best compared isomer or geometry (same formula, charge and spin) at 1.592 eV. The net charge is 0.

Here are the Mulliken charges for atoms 1 to 5, given in e:
1 C -0.7656
2 N -0.1547
3 C 0.2041
4 O -0.6999
5 C -0.1245

---

2.
Molecular formula: C20H23NO2
Method: DFT, the ωB97M-V functional and the def2-TZVPD basis

Cartesian coordinates (Å):
C: -5.40996 -1.63406 1.51881
C: -4.00800 -1.13755 1.47629
C: -3.74506 0.22698 1.42069
C: -2.45654 0.69936 1.41346
C: -1.34979 -0.17819 1.48094
C: -0.05146 0.39121 1.43974
C: 1.24534 -0.18182 1.40271
C: 2.35287 0.69428 1.46393
C: 3.63997 0.21681 1.50176
C: 3.89879 -1.14806 1.49081
C: 5.29999 -1.64773 1.54662
C: 2.82323 -2.02439 1.38194
C: 1.53110 -1.56050 1.30210
C: -1.63640 -1.55503 1.59882
C: -2.93084 -2.01441 1.56174
H: -5.44772 -2.72416 1.53158
H: -5.91733 -1.27384 2.41438
H: -5.97747 -1.29211 0.65285
H: -4.57873 0.90770 1.39912
H: -2.28193 1.76081 1.36381
H: -0.04941 1.46779 1.44730
H: 2.18212 1.75757 1.47757
H: 4.47413 0.89565 1.53588
H: 5.33473 -2.73770 1.56859
H: 5.86203 -1.31366 0.67361
H: 5.81154 -1.27880 2.43645
H: 3.01586 -3.08246 1.34505
H: 0.75417 -2.26145 1.07153
H: -0.85395 -2.26002 1.78817
H: -3.12483 -3.07223 1.60442
O: 1.36853 0.70675 -4.99086
C: 1.85447 0.74615 -3.86394
C: 0.91100 1.09595 -2.72706
C: 0.61775 2.60373 -2.68980
C: -0.89403 2.74015 -2.39792
C: -1.45082 1.30336 -2.36846
N: -0.39646 0.42141 -2.88825
O: 3.02676 0.56043 -3.54416
H: 1.37169 0.76624 -1.78554
H: 1.24143 3.12031 -1.95372
H: 0.87502 3.02834 -3.66632
H: -1.08185 3.25402 -1.44850
H: -1.38954 3.33934 -3.17094
H: -1.72113 0.99327 -1.35452
H: -2.34259 1.19414 -2.99108
H: -0.39667 -0.51357 -2.46958

The calculation puts the energy relative to the best compared isomer or geometry (same formula, charge and spin) at 4.797 eV. The net charge is 0.

Here are the Mulliken charges for atoms 1 to 5, given in e:
1 C -1.4346
2 C 1.0845
3 C -0.6780
4 C -0.6609
5 C 0.9808

---

3.
Molecular formula: C20H23O7
Method: DFT, the ωB97M-V functional and the def2-TZVPD basis

Cartesian coordinates (Å):
C: -4.55207 0.59677 -2.97857
C: -3.35736 1.50888 -2.90722
O: -2.19624 0.66485 -2.78776
C: -1.06048 1.35948 -2.51505
C: 0.13154 0.48361 -2.55596
C: -0.03636 -0.95198 -2.79702
C: 1.39424 1.18204 -2.67786
C: 2.66898 0.36416 -2.82718
O: 1.46756 2.41161 -2.66260
O: -1.10167 2.54970 -2.22962
H: -5.45582 1.20972 -3.00771
H: -4.51306 -0.02600 -3.87981
H: -4.59134 -0.05943 -2.10052
H: -3.25537 2.12115 -3.81515
H: -3.42403 2.17660 -2.03862
H: -1.10204 -1.15065 -2.97243
H: 0.54923 -1.28932 -3.66833
H: 0.27784 -1.54053 -1.92123
H: 2.51744 -0.71555 -2.91428
H: 3.21005 0.72038 -3.71266
H: 3.31298 0.56591 -1.96141
C: 1.46149 -3.18431 3.32728
C: 2.23610 -2.87761 2.05517
C: 3.49526 -3.73816 1.92310
O: 1.43134 -3.14084 0.88727
C: 0.38862 -2.28259 0.64418
O: -0.49632 -2.63005 -0.11208
C: 0.45159 -0.94390 1.26355
C: -0.49076 -0.01790 0.90989
C: -0.70585 1.24868 1.58682
C: -0.46442 1.43335 2.97617
C: -0.60261 2.68742 3.56474
C: -0.98721 3.79592 2.79507
C: -1.30237 3.62064 1.44370
C: -1.19999 2.35928 0.86856
C: 1.74675 -0.52653 1.86058
O: 2.04269 0.62242 2.10878
O: 2.69287 -1.50692 2.03204
H: 0.55007 -2.57909 3.41008
H: 1.19787 -4.24944 3.31761
H: 2.11677 -2.98980 4.18498
H: 4.01293 -3.46984 0.99615
H: 4.15289 -3.55071 2.77730
H: 3.21807 -4.79613 1.89844
H: -1.17916 -0.31595 0.11866
H: -0.15789 0.57320 3.57365
H: -0.38267 2.80342 4.62815
H: -1.04614 4.78622 3.24673
H: -1.61660 4.46500 0.82708
H: -1.44731 2.22279 -0.18264

The net charge is -1.

Here are the Mulliken charges for atoms 1 to 5, given in e:
1 C -1.2046
2 C -0.1914
3 O -0.3070
4 C 0.2844
5 C 1.0831

---

4.
Molecular formula: C20H24AgBrF3NO
Method: DFT, the ωB97M-V functional and the def2-TZVPD basis

Cartesian coordinates (Å):
Ag: 0.36890 0.07540 0.59170
C: -6.82560 -1.41550 -1.26220
C: -6.65620 -0.54820 -0.00780
C: -6.81730 -1.41100 1.25200
C: -7.74030 0.53260 -0.00300
C: -5.25120 0.02350 -0.00820
C: -4.17070 -0.84040 -0.00460
C: -2.89590 -0.33190 0.05220
Br: -1.48660 -1.68940 0.02590
C: -2.55500 1.03670 0.13820
O: -1.35030 1.45920 0.29040
C: -3.68070 1.90670 0.03860
C: -4.96010 1.38010 -0.01100
C: -3.56660 3.43080 0.01430
C: -2.13270 3.96490 -0.00060
C: -4.26310 3.98660 1.26670
C: -4.26130 3.96920 -1.24860
H: -7.83050 -1.82870 -1.31140
H: -6.11740 -2.23960 -1.25640
H: -6.64760 -0.81880 -2.15500
H: -7.82080 -1.82700 1.30900
H: -6.63780 -0.81010 2.14180
H: -6.10700 -2.23320 1.24700
H: -8.72110 0.06000 0.00150
H: -7.67250 1.16020 -0.88950
H: -7.66360 1.15900 0.88370
H: -4.29660 -1.91110 -0.03910
H: -5.78400 2.07080 -0.05040
H: -1.58670 3.63750 0.87840
H: -2.15810 5.05420 -0.01280
H: -1.59920 3.61870 -0.88290
H: -3.77770 3.60140 2.16180
H: -5.31150 3.70150 1.29570
H: -4.20710 5.07360 1.27690
H: -3.77290 3.57930 -2.14050
H: -4.20210 5.05610 -1.26740
H: -5.31120 3.69250 -1.28470
F: 3.41810 3.64010 -4.94330
C: 2.45120 4.23280 -4.21830
F: 3.00760 5.30600 -3.64760
F: 1.54880 4.68650 -5.09740
C: 1.87440 3.26420 -3.21930
C: 1.96090 3.49770 -1.85540
C: 1.56850 2.48340 -0.99890
N: 1.12840 1.30500 -1.42160
C: 0.96030 1.12440 -2.72510
C: 1.31470 2.07570 -3.66870
H: 2.34380 4.42740 -1.47100
H: 1.62090 2.61920 0.07300
H: 0.54500 0.17410 -3.03210
H: 1.18650 1.89140 -4.72230

The net charge is 0.

Here are the Mulliken charges for atoms 1 to 5, given in e:
1 Ag 0.3270
2 C -1.6332
3 C 1.9582
4 C -1.6148
5 C -2.0799

---

In the order shown, the computed LUMO values come out to 0.292 -3.500 1.830 -0.644 eV.
In the order shown, the computed DFT total energy values come out to -1316.39853 -981.01018 -1302.64350 -3927.08008 Eh.